C2H7N3P | wB97M-V/def2-TZVPD

Output
- E_tot (a.u.) = -585.6494
- strongest force on any atom (eV Å⁻¹) = 5.398
- HOMO level (alpha / beta) (eV) = -13.9 / -13.9
- relative energy (zero: lowest compared OMol25 entry of this formula, charge and spin) (kJ/mol) = 452.15
- M (g/mol) = 104.073
- net charge = +1
- orbital gap (alpha / beta) (eV) = 8.255 / 8.256

Geometry as XYZ:
```
13
Properties=species:S:1:pos:R:3:forces:R:3
H 2.3062 1.2175 0.6802 -0.09 0.16 -0.40
P -1.8766 0.2524 -0.0584 -2.36 -1.33 0.69
H 0.3254 -0.6699 -1.5465 0.03 0.59 -0.93
N 1.5819 1.4461 0.0020 2.93 -0.01 -0.14
H 1.4214 2.4133 -0.2407 -0.28 -0.04 0.36
H -2.4859 0.7772 1.2374 0.85 -0.92 -1.44
C -0.7775 -1.3557 0.1182 -3.48 1.13 -3.97
H -0.7992 -1.7227 1.0705 0.64 -0.89 2.58
H 1.2831 -1.4219 -0.3328 0.83 0.82 0.43
H -1.4089 -2.1145 -0.5665 2.07 1.60 1.31
N 0.5293 0.6621 0.0552 -1.69 0.66 -1.02
C 0.4761 -0.7161 -0.4918 -0.65 -2.77 1.15
N -0.5755 1.2322 0.0731 1.19 0.98 1.38
```
Forces are in eV/Å.

How is the electron density shared among the atoms? According to Mulliken, the charges in e are: H 0.2669; P 0.1280; H 0.3387; N -0.6705; H 0.3041; H 0.1775; C -0.6883; H 0.4139; H 0.3362; H 0.3350; N 0.9755; C -0.3736; N -0.5435

C2H7N3S | wB97M-V/def2-TZVPD

Output
- E_tot (a.u.) = -642.6107
- strongest force on any atom (eV Å⁻¹) = 6.177
- HOMO level (alpha / beta) (eV) = -6.6 / -8.0
- relative energy (zero: lowest compared OMol25 entry of this formula, charge and spin) (kJ/mol) = 197.41
- M (g/mol) = 105.166
- expectation value of S² = 2.024
- orbital gap (alpha / beta) (eV) = 7.232 / 5.586
- multiplicity = 3

Geometry as XYZ:
```
13
Properties=species:S:1:pos:R:3:forces:R:3
H -3.2579 0.5553 0.7028 0.14 -1.02 -0.32
N 2.1179 -0.8126 -0.1099 0.46 0.69 -1.00
H -0.4663 1.4493 0.0689 1.98 0.02 0.22
C 0.6850 1.2816 0.0051 -5.13 -3.34 -0.86
H 1.1698 2.0552 0.4413 1.96 1.92 1.34
N -2.5380 -0.1770 0.8617 0.15 0.94 1.29
C -0.7965 -1.2060 -0.1789 -2.09 -1.24 3.45
H -0.8040 -2.0355 0.6467 -0.99 1.05 -1.45
H -0.2730 -1.6003 -0.9894 0.50 0.30 -1.88
N -1.7438 -0.2324 -0.1713 0.51 -1.06 -1.81
S 0.8694 -0.4239 0.7573 1.49 2.92 0.22
H 2.6100 -1.6332 0.1297 0.27 -1.36 0.69
H 0.7834 1.1065 -1.0650 0.75 0.18 0.11
```
Forces are in eV/Å.

How is the electron density shared among the atoms? According to Mulliken, the charges in e are: H 0.2340; N -0.5154; H 0.3203; C -0.8201; H 0.3836; N -0.6356; C -0.3539; H 0.3301; H 0.4846; N -0.2313; S 0.2576; H 0.2447; H 0.3014

C2H7N3S2 | wB97M-V/def2-TZVPD

Output
- E_tot (a.u.) = -1040.8851
- strongest force on any atom (eV Å⁻¹) = 4.873
- HOMO level (eV) = -8.3
- relative energy (zero: lowest compared OMol25 entry of this formula, charge and spin) (kJ/mol) = 359.34
- M (g/mol) = 137.233
- orbital gap (eV) = 8.575

Geometry as XYZ:
```
14
Properties=species:S:1:pos:R:3:forces:R:3
H -2.1056 0.7565 -0.9013 0.03 3.87 2.96
N -2.0282 1.7424 -0.1764 -0.90 -3.08 0.74
S 1.7734 0.6421 -0.0780 -0.22 -0.71 -0.03
H 3.4571 -0.8151 -0.1243 0.28 -1.00 -0.05
C 2.4579 -1.1117 0.1816 -2.22 0.06 1.49
H 2.3869 -1.2809 1.3425 0.33 0.11 -2.39
S -2.0480 -1.1924 0.1841 1.05 -3.20 -3.04
C -0.0022 0.5072 0.0406 0.12 -0.26 -0.72
N -0.4700 -0.6452 -0.3159 -0.21 1.02 1.55
H -0.1110 2.5796 -0.0619 -1.44 -2.31 1.33
H -2.6715 1.5571 0.7364 1.72 0.22 -3.10
N -0.6673 1.7348 0.3922 0.75 0.18 -2.27
H -1.8663 -2.4886 -0.8350 -0.70 2.86 2.59
H 1.8947 -1.9858 -0.3848 1.41 2.24 0.93
```
Forces are in eV/Å.

How is the electron density shared among the atoms? According to Mulliken, the charges in e are: H 0.3481; N -0.6512; S -0.1405; H 0.2980; C -0.7037; H 0.2286; S -0.2263; C 0.4845; N -0.4503; H 0.2971; H 0.2901; N -0.2180; H 0.1774; H 0.2663

C2H7N4 | wB97M-V/def2-TZVPD

Output
- E_tot (a.u.) = -298.9699
- strongest force on any atom (eV Å⁻¹) = 3.874
- HOMO level (alpha / beta) (eV) = -14.9 / -14.6
- relative energy (zero: lowest compared OMol25 entry of this formula, charge and spin) (kJ/mol) = 661.89
- M (g/mol) = 87.106
- net charge = +1
- orbital gap (alpha / beta) (eV) = 8.456 / 8.634

Geometry as XYZ:
```
13
Properties=species:S:1:pos:R:3:forces:R:3
H 2.5987 -1.0189 -0.4852 -0.80 -0.24 -0.24
H -1.4972 2.0810 -0.3626 -0.41 -0.05 0.15
H -0.5976 -2.0115 0.0862 -0.15 -0.30 1.31
H 1.9865 -0.2885 1.0487 1.44 -0.75 1.68
N 0.8269 0.1814 -0.2641 -3.32 -1.13 -1.65
C 2.1507 -0.1680 0.0144 2.02 1.95 0.34
N -0.9486 -1.2045 -0.3875 1.94 1.79 -1.75
N -1.0708 1.1937 -0.1402 -1.72 -1.37 -0.11
H 2.8494 0.7132 -0.1781 -1.00 -0.88 0.33
H -2.6637 -0.3505 -0.4463 -0.78 0.83 -0.85
H -2.0542 -0.1149 1.1446 0.31 -0.47 0.57
C -1.7596 -0.2007 0.1064 0.21 0.44 0.97
N 0.1794 1.1882 -0.1361 2.25 0.20 -0.75
```
Forces are in eV/Å.

How is the electron density shared among the atoms? According to Mulliken, the charges in e are: H 0.2723; H 0.2852; H 0.2802; H 0.3449; N 0.1449; C -0.5646; N -0.4136; N -0.0665; H 0.2912; H 0.3247; H 0.3172; C -0.1214; N -0.0947

C2H7N4 | wB97M-V/def2-TZVPD

Output
- E_tot (a.u.) = -298.9457
- strongest force on any atom (eV Å⁻¹) = 5.133
- HOMO level (alpha / beta) (eV) = -12.9 / -13.0
- relative energy (zero: lowest compared OMol25 entry of this formula, charge and spin) (kJ/mol) = 725.56
- M (g/mol) = 87.106
- net charge = +1
- orbital gap (alpha / beta) (eV) = 7.511 / 8.165

Geometry as XYZ:
```
13
Properties=species:S:1:pos:R:3:forces:R:3
C 0.1936 -1.1509 -0.2551 2.19 4.64 0.18
N 0.1509 -2.3918 -0.4857 2.40 -1.37 -1.64
H -0.4804 1.3088 -1.1235 0.43 0.36 -0.06
H -1.2934 1.7938 0.3949 -0.38 -0.84 -0.05
C -0.5907 1.0905 -0.0700 0.73 0.30 0.98
H -0.7173 -2.8228 -0.5015 -1.93 -1.69 -0.18
H 0.8965 2.5566 0.5045 0.02 -2.58 0.31
H -1.6765 -0.7706 0.2195 -1.85 0.29 0.42
N 0.7977 1.4556 0.6456 -1.41 2.05 -3.18
H 0.7188 1.2760 1.6135 -0.15 -0.32 1.79
H 0.9312 -2.8054 -1.0861 -1.43 0.55 1.62
N 1.8724 0.7953 0.0469 -0.20 -0.92 -0.26
N -0.8028 -0.3351 0.0970 1.58 -0.48 0.08
```
Forces are in eV/Å.

How is the electron density shared among the atoms? According to Mulliken, the charges in e are: C -0.1114; N -0.2279; H 0.3077; H 0.3912; C -0.2954; H 0.2189; H 0.4215; H 0.2565; N -0.0214; H 0.3388; H 0.3206; N -0.4268; N -0.1721

C2H7N4S | wB97M-V/def2-TZVPD

Output
- E_tot (a.u.) = -697.1749
- strongest force on any atom (eV Å⁻¹) = 4.926
- HOMO level (eV) = -14.4
- relative energy (zero: lowest compared OMol25 entry of this formula, charge and spin) (kJ/mol) = 449.33
- M (g/mol) = 119.173
- net charge = +1
- orbital gap (eV) = 8.084

Geometry as XYZ:
```
14
Properties=species:S:1:pos:R:3:forces:R:3
N -0.6683 -0.2674 -0.3150 -3.85 3.02 -0.53
H 2.3784 0.6673 0.4684 1.02 -0.11 -0.65
H -0.6401 -0.5436 2.1133 -1.00 -0.05 1.34
H -0.2842 -0.1860 -2.3772 0.81 0.39 1.07
N 0.1303 -0.5421 -1.4685 -2.80 -1.69 -1.48
N 0.3098 -0.6311 1.8447 -0.02 1.89 -0.81
C 1.5767 0.2575 -0.1137 -1.82 0.54 2.92
H 0.0204 1.2359 0.9336 -0.12 0.22 0.48
C 0.2531 0.2268 0.6354 1.98 -0.70 1.64
H -0.1839 -1.5535 -1.5327 1.94 0.46 -0.38
S -1.9414 1.5546 -0.7896 2.50 -1.73 -1.15
H 0.4166 -1.6145 1.7167 0.56 -0.74 -0.75
N 1.4960 -0.2020 -1.2551 1.32 -0.83 -2.70
H -2.8635 1.5980 0.1398 -0.52 -0.68 0.99
```
Forces are in eV/Å.

How is the electron density shared among the atoms? According to Mulliken, the charges in e are: N -0.6582; H 0.4409; H 0.2659; H 0.4134; N 0.2301; N -0.5747; C 0.0632; H 0.3939; C 0.0966; H 0.3914; S -0.0211; H 0.2564; N -0.5218; H 0.2240

The lowest relative energy (zero: lowest compared OMol25 entry of this formula, charge and spin) belongs to which entry? C2H7N3S